{
  "formula": "C20H49Cl2N3",
  "method": "ωB97M-V/def2-TZVPD",
  "symbols": ["Cl", "C", "C", "Cl", "H", "H", "H", "H", "C", "C", "N", "C", "C", "C", "C", "H", "H", "H", "H", "H", "H", "H", "H", "H", "H", "H", "H", "H", "H", "H", "C", "C", "N", "C", "C", "C", "C", "H", "H", "H", "H", "H", "H", "H", "H", "H", "H", "H", "H", "H", "H", "H", "C", "C", "N", "C", "C", "C", "C", "H", "H", "H", "H", "H", "H", "H", "H", "H", "H", "H", "H", "H", "H", "H"],
  "positions_angstrom": [[-37.63, -7.39, 36.37], [-39.13, -8.10, 35.66], [-38.83, -9.44, 34.99], [-37.65, -10.42, 35.88], [-39.46, -7.38, 34.84], [-39.73, -8.26, 36.46], [-38.56, -9.23, 34.17], [-39.92, -10.06, 34.73], [-46.42, -12.57, 35.35], [-45.76, -12.96, 34.01], [-44.39, -12.43, 34.12], [-43.36, -13.23, 33.67], [-43.51, -13.93, 32.43], [-44.19, -11.03, 33.84], [-43.24, -10.31, 34.76], [-45.96, -13.32, 36.00], [-47.64, -12.89, 35.39], [-46.34, -11.40, 35.58], [-46.27, -12.68, 33.04], [-45.83, -14.16, 33.74], [-43.25, -14.01, 34.34], [-42.40, -12.92, 34.08], [-44.41, -14.41, 31.90], [-42.73, -14.77, 32.37], [-43.29, -13.23, 31.57], [-45.08, -10.63, 33.84], [-43.88, -11.07, 32.78], [-42.85, -9.45, 34.31], [-42.32, -10.87, 34.49], [-43.59, -10.40, 35.75], [-37.76, -8.39, 31.00], [-39.21, -7.92, 30.85], [-40.28, -8.95, 31.18], [-41.49, -8.55, 31.82], [-41.92, -7.25, 31.64], [-40.44, -9.75, 29.95], [-40.94, -11.13, 30.16], [-37.39, -8.62, 31.99], [-37.24, -7.62, 30.57], [-37.57, -9.15, 30.24], [-39.56, -7.56, 30.10], [-39.34, -7.20, 31.79], [-41.09, -8.45, 32.88], [-42.32, -9.30, 31.91], [-41.46, -6.54, 31.22], [-42.39, -7.09, 32.74], [-42.80, -7.23, 31.11], [-39.41, -9.84, 29.51], [-41.23, -9.15, 29.28], [-41.94, -11.03, 30.32], [-40.30, -11.71, 30.91], [-40.95, -11.74, 29.30], [-40.95, -4.59, 34.30], [-39.97, -4.49, 35.59], [-39.83, -3.17, 36.19], [-41.00, -2.53, 36.62], [-42.03, -3.35, 37.15], [-38.78, -3.08, 37.20], [-38.23, -1.71, 37.53], [-41.92, -4.43, 34.53], [-41.00, -5.52, 33.88], [-40.55, -4.04, 33.45], [-39.00, -4.84, 34.94], [-40.24, -5.29, 36.34], [-41.52, -2.54, 35.80], [-40.87, -1.49, 36.99], [-42.19, -4.55, 37.16], [-42.99, -3.16, 36.90], [-41.94, -3.24, 38.21], [-37.82, -3.66, 37.10], [-39.15, -3.56, 38.20], [-37.80, -1.34, 36.65], [-37.25, -1.67, 38.07], [-38.79, -0.95, 37.87]],
  "lowdin_charge": [0.509, -0.595, -0.651, 0.557, 0.081, 0.023, -0.100, 0.166, -0.116, -0.278, -0.216, -0.352, -0.121, -0.257, -0.039, 0.050, 0.123, 0.104, 0.110, 0.158, 0.089, 0.133, 0.099, 0.105, 0.066, 0.049, 0.122, 0.027, 0.064, 0.077, -0.050, -0.184, -0.182, -0.330, -0.118, -0.272, -0.112, 0.075, 0.041, 0.067, 0.008, 0.158, 0.102, 0.135, 0.015, 0.149, 0.057, 0.116, 0.158, 0.021, 0.118, 0.059, -0.057, -0.216, -0.187, -0.299, -0.130, -0.250, -0.104, 0.020, -0.006, 0.084, 0.145, 0.100, 0.049, 0.159, 0.151, 0.041, 0.062, 0.121, 0.132, 0.054, 0.096, 0.018],
  "orbital_gap_ev": 8.55,
  "smiles": "CCN(CC)CC.CCN(CC)CC.CCN(CC)CC.ClCCCl",
  "total_charge": 0,
  "de_lowest_kcal_mol": 315.5
}

{
  "formula": "C16H14N2S2",
  "method": "ωB97M-V/def2-TZVPD",
  "symbols": ["N", "N", "S", "S", "C", "C", "C", "C", "C", "C", "C", "C", "C", "C", "C", "C", "C", "C", "C", "C", "H", "H", "H", "H", "H", "H", "H", "H", "H", "H", "H", "H", "H", "H"],
  "positions_angstrom": [[1.13, 0.31, 2.17], [0.82, 1.49, 2.39], [-2.50, 3.97, 1.93], [0.94, -2.20, 1.18], [-1.92, 5.62, 2.16], [-0.59, 5.63, 2.64], [0.07, 4.21, 2.59], [-0.84, 3.27, 2.19], [0.30, -0.65, 1.85], [-0.47, 1.87, 2.20], [-1.04, -0.35, 1.64], [-1.45, 0.94, 1.80], [-1.00, -2.06, -3.20], [-0.46, 0.22, -2.77], [0.03, -2.45, -2.33], [0.40, -0.19, -1.67], [-1.22, -0.69, -3.56], [0.72, -1.50, -1.51], [-2.35, -0.27, -4.50], [1.72, -1.82, -0.54], [-2.55, 6.49, 1.99], [0.05, 6.51, 2.75], [1.08, 3.99, 2.77], [-1.76, -1.05, 1.28], [-2.47, 1.23, 1.59], [-1.45, -2.96, -3.59], [-0.50, 1.28, -3.01], [0.21, -3.46, -2.11], [0.91, 0.62, -1.24], [-2.19, -0.65, -5.56], [-3.38, -0.53, -4.02], [-2.27, 0.77, -4.62], [2.11, -2.79, -0.86], [2.49, -1.19, -0.58]],
  "lowdin_charge": [-0.013, 0.077, 0.960, 0.909, -0.409, -0.121, -0.060, -0.456, -0.591, -0.256, -0.068, -0.020, -0.042, -0.011, -0.022, -0.040, -0.258, -0.352, -0.066, -0.349, 0.058, 0.082, 0.081, 0.104, 0.096, 0.105, 0.099, 0.090, 0.097, 0.096, 0.118, 0.033, 0.084, 0.044],
  "orbital_gap_ev": 8.11,
  "smiles": "Cc1ccc(CSc2ccc(-c3cccs3)nn2)cc1",
  "total_charge": 0,
  "de_lowest_kcal_mol": 65.8
}

{
  "formula": "C3H9N3O",
  "method": "ωB97M-V/def2-TZVPD",
  "symbols": ["C", "C", "C", "N", "N", "N", "O", "H", "H", "H", "H", "H", "H", "H", "H", "H"],
  "positions_angstrom": [[1.24, 0.10, -1.49], [-0.52, -0.70, 0.05], [0.78, 0.09, 0.00], [-0.54, -1.91, 0.61], [-1.56, -0.04, -0.32], [0.61, 1.65, 0.35], [1.36, 1.09, -2.14], [1.54, -0.90, -1.73], [1.58, -0.28, 0.53], [0.33, -2.41, 1.01], [-1.43, -2.44, 0.73], [-1.59, 0.84, -0.69], [-2.43, -0.48, -0.16], [0.67, 1.99, -0.65], [1.56, 2.07, 0.66], [-0.06, 2.11, 0.86]],
  "lowdin_charge": [-0.134, -0.307, -0.049, 0.256, 0.299, 0.266, 0.174, 0.156, 0.142, 0.211, 0.187, 0.124, 0.162, 0.145, 0.237, 0.131],
  "orbital_gap_ev": 11.05,
  "smiles": "NC(=[NH2+])[C@H]([NH3+])C=O",
  "total_charge": 2,
  "de_lowest_kcal_mol": 4.6
}

{
  "formula": "C6H18O6Tl",
  "method": "ωB97M-V/def2-TZVPD",
  "symbols": ["Tl", "C", "C", "O", "O", "H", "H", "H", "H", "H", "H", "C", "C", "O", "O", "H", "H", "H", "H", "H", "H", "C", "C", "O", "O", "H", "H", "H", "H", "H", "H"],
  "positions_angstrom": [[-20.28, -11.03, -10.62], [-22.86, -13.68, -10.20], [-22.39, -14.14, -11.59], [-21.73, -13.08, -12.25], [-21.77, -13.22, -9.41], [-23.34, -14.54, -9.72], [-23.57, -12.85, -10.30], [-23.24, -14.50, -12.17], [-21.72, -15.01, -11.48], [-21.78, -13.21, -13.21], [-21.48, -13.91, -8.79], [-20.05, -9.82, -14.20], [-18.70, -10.61, -14.02], [-18.94, -11.72, -13.22], [-20.38, -9.29, -12.96], [-20.80, -10.55, -14.52], [-19.93, -9.06, -14.97], [-17.96, -9.91, -13.59], [-18.34, -10.89, -15.01], [-18.39, -12.45, -13.51], [-20.29, -8.32, -12.95], [-18.01, -13.07, -8.76], [-18.34, -14.11, -9.78], [-18.93, -13.46, -10.90], [-19.01, -12.07, -8.70], [-16.98, -12.67, -8.89], [-17.91, -13.56, -7.76], [-19.10, -14.81, -9.36], [-17.46, -14.69, -10.07], [-18.98, -14.07, -11.65], [-18.70, -11.36, -8.10]],
  "lowdin_charge": [1.497, -0.124, -0.151, -0.056, -0.036, 0.168, 0.161, 0.160, 0.161, 0.143, 0.141, -0.121, -0.143, -0.060, -0.031, 0.155, 0.171, 0.159, 0.164, 0.141, 0.166, -0.165, -0.171, -0.144, -0.126, 0.169, 0.187, 0.150, 0.167, 0.118, 0.152],
  "orbital_gap_ev": 3.51,
  "total_charge": 3,
  "de_lowest_kcal_mol": 43.3
}

{
  "formula": "C40H35I2O2P2Pd",
  "method": "ωB97M-V/def2-TZVPD",
  "symbols": ["Pd", "C", "C", "C", "C", "C", "C", "C", "C", "P", "C", "C", "C", "C", "C", "C", "C", "C", "C", "C", "C", "C", "C", "O", "C", "C", "C", "C", "C", "C", "P", "C", "C", "C", "C", "C", "C", "C", "C", "C", "C", "C", "C", "H", "H", "H", "H", "H", "H", "H", "H", "H", "H", "H", "H", "H", "H", "H", "H", "H", "H", "H", "H", "H", "H", "H", "H", "H", "H", "H", "H", "H", "H", "H", "H", "C", "O", "H", "H", "H", "I", "I"],
  "positions_angstrom": [[-0.17, 1.74, -0.71], [0.20, -5.23, 0.93], [0.84, -3.89, 1.31], [1.97, -4.14, 2.32], [1.42, -3.23, 0.06], [2.29, -3.91, -0.77], [2.85, -3.31, -1.89], [2.55, -1.99, -2.17], [1.69, -1.25, -1.36], [1.38, 0.53, -1.79], [0.79, 0.31, -3.52], [-0.58, 0.21, -3.74], [-1.07, -0.01, -5.02], [-0.20, -0.13, -6.09], [1.16, -0.02, -5.88], [1.65, 0.19, -4.60], [3.12, 1.09, -1.97], [4.08, 0.61, -1.08], [5.36, 1.14, -1.08], [5.69, 2.16, -1.96], [4.74, 2.64, -2.85], [3.46, 2.11, -2.86], [1.14, -1.90, -0.26], [0.29, -1.16, 0.48], [-0.47, -1.71, 1.47], [-1.47, -0.88, 1.95], [-2.20, -1.36, 3.03], [-1.96, -2.61, 3.58], [-0.98, -3.42, 3.03], [-0.22, -2.99, 1.94], [-1.73, 0.79, 1.09], [-1.16, 1.77, 2.54], [0.17, 2.19, 2.55], [0.69, 2.89, 3.63], [-0.10, 3.17, 4.73], [-1.43, 2.75, 4.74], [-1.95, 2.05, 3.65], [-3.56, 0.80, 1.18], [-4.27, -0.36, 0.86], [-5.66, -0.35, 0.80], [-6.36, 0.82, 1.06], [-5.66, 1.98, 1.36], [-4.27, 1.98, 1.41], [0.93, -5.91, 0.49], [-0.61, -5.08, 0.21], [-0.22, -5.73, 1.81], [2.74, -4.78, 1.89], [1.59, -4.63, 3.22], [2.44, -3.20, 2.62], [2.54, -4.94, -0.55], [3.52, -3.87, -2.53], [3.00, -1.51, -3.03], [-1.27, 0.33, -2.91], [-2.14, -0.08, -5.17], [-0.59, -0.29, -7.09], [1.85, -0.10, -6.72], [2.72, 0.29, -4.46], [3.83, -0.17, -0.37], [6.10, 0.77, -0.38], [6.68, 2.60, -1.95], [4.97, 3.46, -3.52], [2.73, 2.51, -3.54], [-2.99, -0.74, 3.45], [-2.54, -2.95, 4.43], [-0.81, -4.41, 3.44], [0.81, 1.99, 1.70], [1.72, 3.22, 3.60], [0.30, 3.73, 5.57], [-2.06, 2.96, 5.59], [-2.98, 1.73, 3.69], [-3.74, -1.28, 0.66], [-6.19, -1.26, 0.56], [-7.44, 0.83, 1.02], [-6.20, 2.91, 1.55], [-3.74, 2.89, 1.62], [-2.21, 4.08, -0.30], [-1.87, 2.73, -0.13], [-2.07, 4.41, -1.34], [-1.60, 4.75, 0.32], [-3.26, 4.23, -0.04], [1.10, 3.88, -1.36], [2.90, 6.56, -2.13]],
  "lowdin_charge": [0.243, -0.029, -0.428, -0.018, -0.091, -0.031, -0.067, -0.082, -0.234, 0.933, -0.336, -0.093, -0.082, -0.093, -0.079, -0.101, -0.412, -0.095, -0.087, -0.082, -0.076, -0.199, -0.193, -0.020, -0.192, -0.235, -0.085, -0.073, -0.036, -0.098, 1.091, -0.321, -0.097, -0.076, -0.097, -0.091, -0.096, -0.337, -0.098, -0.092, -0.100, -0.078, -0.099, 0.074, 0.099, 0.075, 0.082, 0.081, 0.098, 0.108, 0.102, 0.102, 0.088, 0.101, 0.098, 0.101, 0.094, 0.104, 0.097, 0.101, 0.103, 0.073, 0.106, 0.099, 0.107, 0.067, 0.105, 0.096, 0.096, 0.093, 0.105, 0.097, 0.095, 0.101, 0.095, -0.300, -0.614, 0.042, 0.057, 0.056, 0.287, -0.610],
  "orbital_gap_ev": 5.72,
  "total_charge": -1,
  "de_lowest_kcal_mol": 0.0
}

{
  "formula": "C26H12N7O10PtS",
  "method": "ωB97M-V/def2-TZVPD",
  "symbols": ["Pt", "S", "N", "C", "C", "C", "C", "C", "N", "C", "C", "N", "C", "C", "C", "C", "C", "N", "H", "H", "H", "H", "H", "H", "O", "C", "O", "C", "C", "C", "N", "C", "C", "C", "O", "O", "H", "H", "H", "O", "C", "O", "C", "C", "C", "C", "C", "C", "N", "O", "O", "N", "O", "O", "H", "H", "H"],
  "positions_angstrom": [[0.48, -0.53, 0.99], [7.57, 1.72, 0.71], [6.24, 2.52, 1.16], [5.23, 1.69, 1.03], [3.83, 2.00, 1.32], [3.37, 3.22, 1.74], [1.99, 3.39, 1.98], [1.14, 2.33, 1.78], [1.57, 1.13, 1.37], [2.92, 0.93, 1.13], [3.30, -0.33, 0.69], [2.31, -1.27, 0.55], [2.60, -2.50, 0.10], [3.88, -2.87, -0.22], [4.93, -1.94, -0.07], [4.65, -0.68, 0.39], [5.62, 0.38, 0.58], [6.92, 0.28, 0.37], [4.07, 4.04, 1.88], [1.59, 4.34, 2.30], [0.08, 2.43, 1.95], [1.75, -3.17, 0.00], [4.07, -3.87, -0.59], [5.95, -2.21, -0.31], [-5.17, 3.44, 0.98], [-4.79, 2.82, 1.99], [-5.18, 2.82, 3.16], [-3.56, 1.90, 1.74], [-3.01, 1.16, 2.78], [-1.88, 0.40, 2.57], [-1.29, 0.37, 1.37], [-1.83, 1.03, 0.33], [-2.97, 1.80, 0.48], [-1.12, 0.89, -1.01], [-1.65, 1.29, -2.02], [0.03, 0.28, -0.98], [-3.49, 1.22, 3.75], [-1.42, -0.20, 3.34], [-3.39, 2.34, -0.36], [-2.50, -2.69, 1.38], [-1.68, -2.41, 0.54], [-0.38, -2.34, 0.75], [-2.12, -2.13, -0.88], [-1.20, -2.15, -1.93], [-1.63, -1.83, -3.20], [-2.94, -1.49, -3.48], [-3.83, -1.50, -2.42], [-3.44, -1.81, -1.13], [-5.24, -1.16, -2.69], [-6.01, -1.20, -1.75], [-5.53, -0.85, -3.82], [-0.66, -1.87, -4.31], [0.45, -2.27, -4.06], [-1.04, -1.50, -5.40], [-0.16, -2.37, -1.75], [-3.26, -1.22, -4.47], [-4.16, -1.80, -0.32]],
  "lowdin_charge": [1.475, 0.974, -0.224, -0.294, -0.101, -0.006, -0.053, -0.103, -0.080, -0.155, -0.157, -0.081, -0.109, -0.056, -0.007, -0.101, -0.295, -0.225, 0.116, 0.103, 0.113, 0.109, 0.099, 0.115, -0.026, -0.693, -0.041, -0.065, 0.023, -0.096, -0.103, -0.173, 0.081, -0.584, 0.097, -0.103, 0.120, 0.120, 0.135, 0.101, -0.585, -0.237, -0.106, 0.059, -0.109, 0.091, -0.103, 0.089, -0.346, 0.095, 0.080, -0.340, 0.082, 0.084, 0.122, 0.134, 0.140],
  "orbital_gap_ev": [5.25, 6.10],
  "s_squared": 2.026,
  "total_charge": -1,
  "spin_multiplicity": 3
}

We obtain M values of 402.54 298.44 103.12 390.59 969.89 809.57 g mol⁻¹ for the records listed above, in that order.